# 1
The following is a DFT calculation (the ωB97M-V functional and the def2-TZVPD basis) of 2 unconnected molecules or ions with the total composition C2H6O3.

The frontier orbital gap (spin up / spin down) is 0.1904 / 0.1905 hartree. The relative energy (zero: lowest compared OMol25 entry of this formula, charge and spin) is 132.6 kcal/mol. As for the HOMO energy (spin up / spin down): -6.5 / -6.5 eV.

Geometry (Å):
H 1.36 -4.07 2.53
C 1.90 -4.82 1.93
O 1.87 -6.08 2.30
O 2.48 -4.48 0.86
C 2.31 -3.11 0.34
H 1.13 -6.18 2.94
H 2.81 -3.17 -0.63
H 1.25 -2.81 0.19
H 2.86 -2.43 1.01
O -1.07 -2.70 1.86
H -1.32 -3.54 2.35

Here are the Löwdin charges for atoms 1 to 2, given in e: atom 1 (H): 0.159, atom 2 (C): -0.149

=====

# 2
The following is a DFT calculation (the ωB97M-V functional and the def2-TZVPD basis) of a molecular structure, C21H17N4O8RuS3.

The frontier orbital gap (spin up / spin down) is 0.2230 / 0.2285 hartree. Its spin multiplicity is 2. The relative energy (zero: lowest compared OMol25 entry of this formula, charge and spin) is 0.0 kcal/mol. As for the HOMO energy (spin up / spin down): -8.1 / -8.3 eV. As for the expectation value of S²: 0.763.

Geometry (Å):
Ru 1.33 0.81 0.99
O -1.38 -1.58 -1.68
C -0.34 -0.76 -1.65
O 0.81 -1.04 -1.86
C -0.79 0.67 -1.42
C -1.81 1.18 -2.21
C -2.13 2.52 -2.13
C -1.42 3.31 -1.24
C -0.44 2.72 -0.46
N -0.14 1.41 -0.52
C 0.37 3.47 0.55
O 0.29 4.79 0.62
O 1.09 2.89 1.34
H -1.09 -2.52 -1.82
H -2.32 0.52 -2.89
H -2.91 2.94 -2.74
H -1.66 4.36 -1.15
H -0.25 5.16 -0.08
S 3.17 0.30 2.29
C 4.12 0.63 0.88
S 3.08 1.14 -0.43
C 5.48 0.50 0.78
C 6.25 0.03 1.88
N 6.88 -0.35 2.77
C 6.15 0.82 -0.44
N 6.69 1.07 -1.43
C 5.72 -4.77 1.62
C 4.30 -4.77 1.16
C 3.45 -5.84 1.45
C 2.12 -5.83 1.07
C 1.63 -4.73 0.37
C 2.46 -3.66 0.05
C 3.78 -3.69 0.45
S -0.08 -4.64 -0.03
O -0.22 -4.17 -1.40
O -0.71 -5.84 0.40
N -0.66 -3.39 0.85
C -0.41 -3.34 2.30
C -0.87 -1.98 2.80
C -0.09 -0.86 2.18
O -0.02 0.29 2.65
O 0.53 -1.07 1.07
H 6.11 -5.78 1.71
H 5.80 -4.30 2.60
H 6.36 -4.21 0.94
H 3.84 -6.70 1.99
H 1.46 -6.65 1.31
H 2.08 -2.81 -0.50
H 4.43 -2.85 0.21
H -0.32 -2.53 0.44
H 0.65 -3.47 2.51
H -0.97 -4.14 2.79
H -0.79 -1.91 3.88
H -1.92 -1.83 2.53

Here are the Löwdin charges for atoms 1 to 2, given in e: atom 1 (Ru): 0.926, atom 2 (O): 0.125

=====

# 3
The following is a DFT calculation (the ωB97M-V functional and the def2-TZVPD basis) of 2 unconnected molecules or ions with the total composition C44H53F3IN3O2S.

The frontier orbital gap is 0.2260 hartree. The relative energy (zero: lowest compared OMol25 entry of this formula, charge and spin) is 11.8 kcal/mol. As for the HOMO energy: -6.0 eV.

Geometry (Å):
C -2.36 2.59 -7.80
O -1.95 3.57 -6.82
C -1.82 3.13 -5.53
C -1.98 1.78 -5.12
C -1.59 1.40 -3.85
C -1.03 2.36 -2.96
C -0.45 2.01 -1.69
N 0.45 2.91 -1.11
C 1.37 3.81 -1.74
C 1.65 5.04 -1.10
C 1.13 5.46 0.29
C 0.09 6.58 0.14
C 2.29 5.79 1.23
C 2.43 5.96 -1.79
C 2.97 5.67 -3.05
C 2.82 4.40 -3.59
C 2.05 3.45 -2.93
C 2.13 2.01 -3.46
C 3.48 1.41 -3.11
C 1.87 1.97 -4.97
N 0.69 2.58 0.18
N 0.00 1.45 0.39
C 0.02 0.84 1.69
C -0.57 1.51 2.77
C -1.14 2.92 2.58
C -1.05 3.78 3.85
C -2.55 2.90 2.00
C -0.67 0.85 4.00
C -0.05 -0.39 4.16
C 0.75 -0.91 3.14
C 0.74 -0.36 1.86
C 1.57 -0.98 0.72
C 0.99 -2.25 0.13
C 3.03 -1.17 1.14
C -0.67 0.99 -0.76
C -1.34 -0.22 -0.78
C -1.04 3.73 -3.34
C -1.40 4.12 -4.61
H -2.32 3.13 -8.74
H -1.68 1.73 -7.84
H -3.39 2.25 -7.59
H -2.37 1.04 -5.82
H -1.68 0.36 -3.52
H 0.62 4.59 0.72
H -0.70 6.26 -0.55
H -0.38 6.81 1.10
H 0.54 7.50 -0.25
H 2.97 4.93 1.26
H 2.85 6.67 0.90
H 1.93 5.97 2.24
H 2.62 6.93 -1.33
H 3.54 6.43 -3.58
H 3.33 4.15 -4.52
H 1.35 1.43 -2.97
H 3.65 1.46 -2.03
H 3.52 0.36 -3.43
H 4.27 1.97 -3.61
H 1.02 2.61 -5.24
H 2.76 2.32 -5.51
H 1.65 0.95 -5.29
H -0.48 3.40 1.85
H -0.03 3.74 4.25
H -1.28 4.82 3.61
H -1.75 3.44 4.62
H -2.58 2.29 1.08
H -3.26 2.47 2.72
H -2.88 3.91 1.75
H -1.22 1.31 4.82
H -0.16 -0.93 5.10
H 1.41 -1.76 3.35
H 1.57 -0.23 -0.08
H -0.01 -2.07 -0.29
H 1.63 -2.58 -0.71
H 0.92 -3.06 0.87
H 3.45 -0.21 1.47
H 3.13 -1.89 1.96
H 3.62 -1.52 0.29
H -1.36 -0.82 0.13
H -1.90 -0.42 -1.68
H -0.73 4.50 -2.64
H -1.33 5.15 -4.94
C 0.62 -8.37 3.38
C -0.84 -7.92 3.29
C -1.63 -8.89 4.12
C -1.09 -6.45 3.54
C -2.39 -5.91 3.57
I -4.27 -6.91 3.66
C -2.59 -4.53 3.45
C -1.52 -3.67 3.19
C -0.23 -4.22 3.12
C 0.00 -5.57 3.38
O -1.05 -7.93 1.85
S -2.50 -8.37 1.14
C -2.10 -10.18 1.04
F -2.59 -10.87 2.12
F -2.63 -10.73 -0.07
F -0.74 -10.37 1.01
H 1.02 -8.14 4.37
H 0.67 -9.45 3.20
H 1.23 -7.89 2.60
H -1.13 -8.99 5.09
H -2.65 -8.56 4.32
H -1.67 -9.87 3.64
H -3.61 -4.15 3.55
H -1.70 -2.60 3.08
H 0.62 -3.58 2.87
H 1.02 -5.95 3.42

Here are the Löwdin charges for atoms 1 to 2, given in e: atom 1 (C): -0.066, atom 2 (O): -0.095

=====

# 4
The following is a DFT calculation (the ωB97M-V functional and the def2-TZVPD basis) of a single C18H22N4O4 molecule.

The frontier orbital gap is 0.3180 hartree. The relative energy (zero: lowest compared OMol25 entry of this formula, charge and spin) is 161.1 kcal/mol. As for the HOMO energy: -8.1 eV.

Geometry (Å):
O -2.09 -0.10 -0.48
C -1.03 0.42 -0.58
C 0.16 -0.34 -0.04
C -0.05 -0.89 1.28
N 0.74 -1.79 1.80
C 1.81 -2.24 1.14
C 2.12 -1.72 -0.16
C 1.23 -0.85 -0.81
O 3.06 -2.27 -1.02
C 4.24 -2.92 -0.45
C 3.92 -4.49 -0.05
C 2.62 -4.56 0.82
C 2.46 -5.95 1.40
C 1.47 -5.42 0.32
N 2.30 -3.45 1.77
N -0.89 1.66 -1.29
C 0.09 2.70 -1.06
C -0.72 4.00 -0.91
C -2.10 3.80 -1.39
N -3.11 4.27 -0.45
C -3.60 3.34 0.54
C -4.42 4.25 1.49
O -4.02 5.59 1.18
C -3.33 5.55 -0.03
O -3.02 6.49 -0.82
C -2.03 2.31 -1.84
H -1.04 -0.59 1.70
H 1.39 -0.50 -1.76
H 4.64 -2.38 0.38
H 5.03 -3.10 -1.16
H 4.74 -4.96 0.44
H 3.70 -5.04 -0.95
H 2.21 -6.10 2.39
H 3.23 -6.75 1.10
H 1.62 -5.80 -0.79
H 0.50 -5.02 0.56
H 1.79 -3.50 2.64
H 0.75 2.55 -0.24
H 0.67 2.76 -2.02
H -0.02 4.82 -1.24
H -0.80 4.23 0.17
H -2.28 4.33 -2.30
H -2.76 2.87 1.10
H -4.36 2.65 0.18
H -5.55 4.06 1.41
H -4.26 3.99 2.51
H -2.94 1.79 -1.50
H -2.10 2.28 -2.95

Here are the Löwdin charges for atoms 1 to 2, given in e: atom 1 (O): 0.099, atom 2 (C): -0.399

=====

# 5
The following is a DFT calculation (the ωB97M-V functional and the def2-TZVPD basis) of a molecular structure, C5H8O2.

The frontier orbital gap is 0.3537 hartree. The relative energy (zero: lowest compared OMol25 entry of this formula, charge and spin) is 71.1 kcal/mol. As for the HOMO energy: -9.3 eV.

Geometry (Å):
C -2.06 -0.11 -0.85
C -0.94 -0.46 0.12
C 0.17 0.60 0.08
C 1.28 0.19 1.01
O 1.27 0.05 2.20
C 2.57 -0.39 0.17
O 2.78 0.83 0.22
H -2.53 0.85 -0.60
H -2.84 -0.88 -0.83
H -1.69 -0.04 -1.89
H -0.50 -1.43 -0.14
H -1.32 -0.55 1.14
H 0.54 0.71 -0.94
H -0.24 1.56 0.39
H 3.52 -0.92 -0.08

Here are the Löwdin charges for atoms 1 to 2, given in e: atom 1 (C): -0.113, atom 2 (C): -0.251

=====

# 6
The following is a DFT calculation (the ωB97M-V functional and the def2-TZVPD basis) of a molecular structure, C6H13N3.

The frontier orbital gap is 0.3332 hartree. The relative energy (zero: lowest compared OMol25 entry of this formula, charge and spin) is 242.8 kcal/mol. As for the HOMO energy: -8.2 eV.

Geometry (Å):
C -0.67 -2.97 -1.18
C -1.38 0.30 0.18
C -0.03 2.29 0.04
C 1.50 2.13 0.42
C 1.27 0.60 0.22
C 1.37 -0.47 1.42
H -1.43 -3.11 -2.00
H 0.01 -3.95 -1.21
H -1.79 -3.07 -0.11
H -0.40 -0.80 -1.54
H -2.18 1.24 0.36
H 0.02 2.80 -0.96
H -0.66 2.99 0.81
H 2.34 2.63 -0.09
H 1.82 2.61 1.43
H 1.65 0.05 -0.72
H 0.29 -1.10 0.76
H 1.14 0.11 2.55
H 2.51 -1.36 1.33
N -0.47 -1.45 -0.79
N -1.64 -0.90 -0.12
N -0.14 0.88 -0.11

Here are the Löwdin charges for atoms 1 to 2, given in e: atom 1 (C): -0.082, atom 2 (C): -0.226

=====

Number 1: F_max 2.471 eV/Å. Number 2: F_max 0.595 eV/Å. Number 3: F_max 3.183 eV/Å. Number 4: F_max 4.534 eV/Å. Number 5: F_max 2.928 eV/Å. Number 6: F_max 6.134 eV/Å.